28
Properties=species:S:1:pos:R:3:lowdin_charge:R:1 method="wB97M-V/def2-TZVPD" multiplicity=1 lumo_ev=0.6 energy_ha=-1371.3200
O 2.1434 3.7958 2.6223 -0.27
O -0.0532 2.2333 1.2465 -0.26
O 2.4749 2.6741 4.7432 -0.07
O 0.1375 2.8506 3.7558 -0.10
O 2.2687 2.5154 0.3726 -0.11
O 0.9383 0.2268 0.3167 -0.18
C -0.4748 -3.0417 -1.1575 0.05
C -0.6368 -1.6792 -1.4427 -0.35
C -1.9747 -1.0437 -1.1927 -0.07
C 0.7351 0.4604 -1.1154 -0.20
C 0.5299 -0.8393 -1.9275 -0.14
C 1.8209 1.1438 2.6762 -0.24
P 1.6612 2.6441 3.4221 0.29
P 1.2473 1.5536 1.1668 0.38
H 2.4479 3.6161 4.9649 0.10
H -0.2997 2.8305 2.8944 0.04
H 2.2382 3.3045 0.9356 0.04
H 0.4582 -3.5546 -1.3906 0.05
H -1.3178 -3.6634 -0.8031 0.06
H -2.3240 -0.4916 -2.0930 0.09
H -1.8614 -0.3081 -0.3892 0.08
H -2.7549 -1.7717 -0.9831 0.07
H -0.0990 1.1532 -1.2909 0.12
H 1.5908 0.9846 -1.4694 0.10
H 1.4639 -1.3943 -1.8186 0.11
H 0.3820 -0.6242 -2.9670 0.12
H 1.1997 0.3848 3.1762 0.14
H 2.8752 0.8569 2.5646 0.13